Density functional theory data (ωB97M-V/def2-TZVPD) for 5 unconnected molecules or ions with the total composition C28H59F2O13P.

Positions of all 103 atoms, in Å:
C: 3.11569 2.51176 -5.61859
C: 2.09475 2.57480 -6.76363
C: 0.76859 1.82238 -6.48933
O: 0.67610 1.28080 -5.18608
C: 0.00178 2.14449 -4.26952
P: 0.68686 2.09051 -2.53788
F: 1.71959 0.82956 -2.95047
C: -0.23175 1.06385 -1.32205
C: 0.34645 -0.28100 -0.86634
C: 1.39420 -0.23108 0.26065
C: 2.62456 0.61630 -0.05031
C: 1.86492 -1.68303 0.47383
C: -0.32162 3.63957 -2.03935
F: -1.70759 3.36312 -2.06428
C: -0.12189 4.94864 -2.79650
C: 1.30901 5.24941 -3.28181
H: 3.02027 3.33436 -4.90979
H: 4.11994 2.57682 -6.04215
H: 3.06415 1.57136 -5.07403
H: 1.91934 3.61635 -7.04077
H: 2.56806 2.11505 -7.63266
H: 0.70685 0.97716 -7.17870
H: -0.08969 2.45997 -6.72644
H: -1.02800 1.77857 -4.20457
H: 0.06863 3.15483 -4.66681
H: 1.83719 2.77494 -2.12052
H: -1.22482 0.89916 -1.74418
H: -0.37901 1.67353 -0.42772
H: -0.49801 -0.82195 -0.42039
H: 0.68016 -0.91133 -1.68902
H: 0.89559 0.08020 1.18340
H: 3.27919 0.60388 0.82641
H: 3.18610 0.16045 -0.86496
H: 2.40094 1.66369 -0.24756
H: 2.66645 -1.74729 1.20775
H: 1.01519 -2.31542 0.73731
H: 2.22651 -2.04751 -0.49028
H: -0.07671 3.82035 -0.98364
H: -0.44992 5.78825 -2.18119
H: -0.77764 4.93148 -3.67004
H: 1.48551 4.80657 -4.26155
H: 1.40098 6.32655 -3.42985
H: 2.08574 4.95645 -2.57812
C: -1.57563 -5.69650 -7.36545
C: -2.54767 -4.54113 -7.25808
O: -2.35217 -3.78004 -6.05766
C: -1.29802 -2.96010 -6.06450
O: -0.54005 -2.79484 -6.98687
O: -1.23765 -2.35228 -4.88554
C: -0.10232 -1.48140 -4.72422
H: -1.63508 -6.32627 -6.47675
H: -1.80669 -6.30171 -8.24227
H: -0.55130 -5.33827 -7.45450
H: -3.56871 -4.91295 -7.19232
H: -2.48620 -3.88369 -8.12542
H: -0.04586 -0.77059 -5.53146
H: 0.81086 -2.07483 -4.68055
H: -0.23792 -0.96367 -3.78135
C: -3.34973 1.36894 4.44862
C: -2.36782 2.51969 4.46764
O: -1.50989 2.48278 5.61949
C: -0.53231 1.58128 5.57685
O: -0.29737 0.82683 4.66809
O: 0.14977 1.65369 6.72067
C: 1.19419 0.68544 6.84539
H: -3.92196 1.34105 5.37774
H: -4.03865 1.47164 3.61029
H: -2.83295 0.41475 4.35104
H: -2.89922 3.46655 4.54098
H: -1.76489 2.54804 3.55968
H: 1.87082 0.73102 5.99486
H: 0.77348 -0.31533 6.93086
H: 1.73132 0.93474 7.75568
C: 8.82934 -4.33350 1.49125
C: 7.61982 -3.73487 2.17625
O: 6.78127 -3.01429 1.25991
C: 6.02297 -3.76883 0.46525
O: 5.96273 -4.97101 0.47217
O: 5.33120 -2.95925 -0.33606
C: 4.51645 -3.63527 -1.29603
H: 9.38650 -3.56039 0.96049
H: 9.48545 -4.79825 2.22728
H: 8.53392 -5.09079 0.76685
H: 7.93060 -2.99608 2.91270
H: 7.03298 -4.49505 2.69180
H: 3.85186 -4.34725 -0.81110
H: 5.13987 -4.14563 -2.02877
H: 3.92542 -2.87234 -1.79374
C: -8.88801 1.78711 9.77979
C: -8.71053 1.92436 8.28318
O: -7.37395 1.60261 7.86593
C: -7.08204 0.30382 7.83367
O: -7.83122 -0.60161 8.09232
O: -5.80726 0.17617 7.45938
C: -5.33467 -1.17405 7.46161
H: -8.14704 2.38950 10.30691
H: -9.88432 2.11972 10.07101
H: -8.76481 0.75237 10.09551
H: -8.85800 2.95887 7.97895
H: -9.42460 1.30947 7.73553
H: -5.98015 -1.81601 6.86627
H: -5.27489 -1.54955 8.48184
H: -4.34187 -1.15939 7.02067

For the LUMO energy, the calculation gives 0.6 eV. The value obtained for the energy is -71334.398 eV. The HOMO energy comes out at -9.368 eV. The SMILES is CCCOC[PH](F)(CCC(C)C)[C@H](F)CC.CCOC(=O)OC.CCOC(=O)OC.CCOC(=O)OC.CCOC(=O)OC. The value obtained for the HOMO-LUMO gap is 9.95 eV.

Mulliken atomic charge list, values in e, 6 entries:
1. C -0.790
2. C -0.527
3. C -0.641
4. O -0.096
5. C -0.928
6. P 1.258